The following is a DFT calculation (wB97M-V/def2-TZVPD) of a molecular structure, C15H12IrN2O5 at a distorted geometry.

Structure (XYZ):
```
35
Properties=species:S:1:pos:R:3:lowdin_charge:R:1
O -2.4704 -0.0027 -2.9521 0.210
H -2.0064 -0.3360 3.1405 0.130
H 0.0506 1.4706 6.3914 0.124
C 1.5141 -0.5669 6.3656 0.073
H -4.2267 1.9984 5.9361 0.166
C -3.2384 0.7955 4.4390 0.054
O 3.0371 0.0250 -0.5491 0.164
H 4.3295 -0.9972 5.0445 0.133
Ir -0.0514 0.0083 -0.4370 1.131
C 3.6215 -1.6491 4.5097 0.040
C 0.5332 -0.2245 2.8997 -0.250
O -0.0730 -3.0059 -0.0274 0.169
C -0.2370 -1.8846 -0.2463 -0.287
C 1.8689 0.0235 -0.6184 -0.230
C -0.2278 1.9046 -0.2264 -0.276
H 2.4147 -1.1470 6.5906 0.122
N 0.3056 -0.0783 4.2514 0.121
H 3.5558 -2.5667 5.1148 0.131
H 4.1595 -1.9560 3.6078 0.115
C 1.8246 -0.8568 2.8003 0.212
C 2.3377 -1.0388 4.0763 -0.127
N 1.4134 -0.5394 4.9360 0.036
C -1.7113 0.0004 -2.1151 -0.027
H -4.1284 0.6191 3.8421 0.153
H -2.1157 2.3982 7.2208 0.155
C -0.8916 1.2665 5.8944 0.049
H 0.6404 -1.0378 6.8289 0.144
C -2.0951 1.8090 6.3128 0.075
C -0.9000 0.4271 4.8045 -0.093
H 1.6130 0.4452 6.7734 0.125
C -2.0478 0.2161 4.0586 0.066
O -0.2525 0.1431 1.9382 -0.043
H 2.3166 -1.1546 1.9020 0.136
O -0.0656 3.0102 0.0406 0.185
C -3.2775 1.5791 5.5970 0.111
```

As for the spin multiplicity: 5. The expectation value of S² is 6.0578. The charge is +3. The gap between HOMO and LUMO (spin up / spin down) is 0.229 / 0.194 Ha.

The following is a DFT calculation (wB97M-V/def2-TZVPD) of a molecular structure, C34H36N4PPdS.

Structure (XYZ):
```
77
Properties=species:S:1:pos:R:3:lowdin_charge:R:1
H 1.5490 -1.7940 2.4798 0.090
H 2.8605 1.9259 -3.5712 0.097
C 0.5249 6.0011 1.7884 -0.101
C -4.6718 -0.5530 2.5577 -0.170
H -1.6811 -4.1170 0.6402 0.050
H -5.3271 -0.8110 1.7241 0.052
H -4.1150 -0.7331 -0.4820 0.062
H -5.2095 0.1679 3.1800 0.058
H -1.2339 0.8542 -2.7783 0.090
H 1.0118 6.4462 0.9289 0.101
H -3.0616 -2.9597 2.2879 0.058
C 6.8094 0.7644 -3.0412 -0.243
N 0.5301 0.2433 -1.8589 0.013
C 0.6720 1.7578 -3.5657 -0.096
H -0.5088 2.9712 2.8860 0.103
C -3.5378 -1.6269 -0.2149 -0.423
C -1.8232 2.7348 -0.4357 -0.097
C -3.3844 4.1143 -1.6628 -0.095
N 0.7554 2.1516 0.9224 -0.333
H -2.7166 6.1034 -2.1425 0.096
C 3.5864 -2.0053 1.5365 -0.101
H 7.2667 1.7389 -1.1831 0.115
C 2.2321 -1.5750 1.6694 -0.191
H -1.1364 4.3662 4.8684 0.101
C 2.9414 0.0277 -1.3658 -0.065
H -4.2412 -2.3093 0.2758 0.065
C 0.2396 4.6468 1.8021 -0.390
H -3.7483 2.0783 -1.0879 0.099
C -2.4734 5.1670 -1.6561 -0.094
H 5.0254 -1.5343 -0.0584 0.096
H 0.4141 7.8376 2.8915 0.098
C 5.2660 0.9575 -1.2176 -0.013
C -1.2458 5.0075 -1.0362 -0.097
H -0.5298 5.8208 -1.0350 0.099
C 5.8544 0.0830 -3.7881 -0.025
P -2.2452 -1.0275 0.9817 0.726
N 9.1592 1.2310 -4.0500 0.132
C -2.0796 -2.5285 2.0612 -0.426
C 1.9579 1.4909 -3.1693 -0.064
H -2.5632 -3.2583 -1.2735 0.049
C -0.9402 3.7977 -0.4222 -0.381
C -3.0541 2.9110 -1.0624 -0.080
H -3.7254 -2.3706 -2.2537 0.057
H -4.3436 4.2361 -2.1511 0.096
H -2.7082 0.2854 2.9232 0.063
C 4.6024 -0.1489 -3.2431 -0.013
C -1.1696 -3.5896 1.4480 -0.180
H 3.8458 -0.6703 -3.8141 0.127
C 1.8684 0.5599 -2.0832 -0.284
H -0.6631 6.7941 4.8572 0.096
C -0.4091 6.1898 3.9952 -0.099
C -3.3380 0.0065 2.0723 -0.418
C 8.1200 1.0221 -3.6041 -0.191
H -0.2734 -3.1302 1.0247 0.036
H 5.0275 1.2848 -0.2143 0.126
H -4.5370 -1.4570 3.1553 0.054
H 4.1273 -2.6434 2.2187 0.076
C -2.9635 -2.2633 -1.4766 -0.178
C 4.0446 -1.4288 0.3797 -0.067
H 1.6694 1.8121 0.6315 -0.039
S 0.6502 3.6286 0.3858 0.991
H -1.5519 1.7537 -0.0270 0.021
C -0.1548 0.9358 -2.7449 -0.199
C 4.2959 0.2826 -1.9549 -0.178
H 6.0924 -0.2593 -4.7863 0.115
H -1.6591 -2.1746 3.0081 0.069
H -0.8583 -4.3367 2.1829 0.058
C 6.5181 1.2071 -1.7545 -0.024
C 0.1923 6.7777 2.8938 -0.094
C 2.9390 -0.7073 -0.1789 -0.281
N 1.8394 -0.8263 0.6617 0.010
C -0.3450 4.0429 2.9067 -0.068
H 0.3467 2.4291 -4.3457 0.079
Pd -0.4239 -0.1747 0.2355 0.262
C -0.6740 4.8235 4.0027 -0.079
H -3.4891 0.9382 1.5173 0.050
H -2.1360 -1.6602 -1.8560 0.038
```

As for the spin multiplicity: 1. The charge is -1. The gap between HOMO and LUMO is 0.206 Ha.

The following is a DFT calculation (wB97M-V/def2-TZVPD) of a single C4H10N4O molecule at a distorted geometry.

Structure (XYZ):
```
19
Properties=species:S:1:pos:R:3:lowdin_charge:R:1
N 0.6444 0.6593 1.0268 -0.017
N -0.1500 -1.9550 0.5624 0.060
N 0.7933 0.4802 -2.1500 0.096
C 1.0510 1.9668 1.4850 -0.077
H 1.5137 1.8651 2.4679 0.082
H 1.0635 -0.1685 1.4414 0.120
N -1.7973 -1.2496 -0.9462 0.094
H 1.4524 -1.3005 -1.3471 0.098
H 0.2075 2.6527 1.5845 0.083
C -0.5774 -0.8715 -0.2964 -0.521
H 1.7625 2.3720 0.7616 0.085
H 0.0986 1.2162 -1.9675 0.051
C -0.6222 0.4630 0.4091 -0.422
H -2.2705 -0.3976 -1.2542 0.082
O -1.3164 1.4074 0.0380 0.054
H -1.5906 -1.7839 -1.7866 0.087
H -0.9021 -2.1001 1.2376 0.094
C 0.7639 -0.4514 -1.2688 -0.130
H -0.1244 -2.8046 0.0023 0.081
```

As for the spin multiplicity: 1. Its structure (SMILES) is [H]/N=C\C(N)(N)C(=O)NC. The gap between HOMO and LUMO is 0.362 Ha.

The following is a DFT calculation (wB97M-V/def2-TZVPD) of a molecular structure, C36H38O2P2Pd at a distorted geometry.

Structure (XYZ):
```
79
Properties=species:S:1:pos:R:3:lowdin_charge:R:1
H -3.0354 -1.0007 -3.4162 0.121
C -2.2793 1.1931 5.2752 -0.054
C -1.6445 -0.5134 3.6601 -0.333
H 1.1254 -0.4949 -3.4200 0.109
O 3.5049 1.1106 0.9166 -0.020
C 1.9196 1.0497 -1.6190 -0.302
P -1.1428 -0.7915 1.8866 1.065
C -2.8598 -1.1874 5.6598 -0.052
H -2.7070 -0.9918 -0.4665 0.070
H -3.8890 -0.0341 -2.1885 0.150
C 1.7063 3.5088 0.0274 -0.080
C 3.9526 0.2868 -3.3455 -0.060
C 0.0619 -0.4965 -3.0804 -0.108
H 1.0474 0.9341 1.8521 0.026
H 3.8404 -1.6866 -2.3736 0.122
C -1.3980 -5.0302 1.3690 -0.043
C 3.4607 1.5944 -3.3598 -0.039
H -2.2950 2.2960 -0.0365 0.071
H -1.4361 3.9176 -1.3249 0.105
C 4.5876 0.7226 0.4212 -0.390
C 3.4500 -0.6575 -2.4102 -0.065
C -0.0315 -5.3510 1.4604 -0.036
H 0.0088 1.4020 -3.1628 0.110
C 0.4263 -3.0667 2.1241 -0.117
C -3.0216 0.1958 5.9723 -0.030
C -0.5641 -1.6437 -3.8466 -0.159
C 0.5022 3.1553 -0.6477 -0.363
H 4.7173 -0.0288 -4.0854 0.127
H 0.7597 -0.3397 3.1498 0.059
H 1.5720 6.9323 -0.3614 0.130
Pd 0.0460 -0.8514 -0.3827 0.673
C 0.9187 -0.1427 2.0363 -0.138
C -0.9191 -2.7065 1.9561 -0.337
C 2.4134 -0.2389 -1.5393 -0.196
H -3.2641 -1.9799 6.3082 0.123
H -1.8194 -2.5993 4.3180 0.124
C -1.2248 -2.0801 -1.4543 -0.249
H 1.1462 -2.2665 2.3229 0.068
H -2.8613 0.7921 1.6621 0.082
C 0.0059 5.4987 -0.9445 -0.058
C 1.2430 5.8736 -0.4015 -0.037
C -2.0185 0.8490 -2.8641 -0.145
H -1.3882 -1.3706 -4.5288 0.113
C 2.4440 1.9797 -2.4752 -0.085
H -2.2822 2.2325 5.6571 0.125
H -0.8595 1.5674 3.6755 0.124
H -2.0279 1.0445 -3.9428 0.138
H 2.0124 -1.0048 -0.8406 0.078
C 0.8626 -4.3530 1.8690 -0.053
C 2.0719 4.8482 0.0798 -0.056
H 3.8597 2.3512 -4.0444 0.125
O 5.2543 1.1865 -0.5326 0.283
H -1.1095 -2.7442 -0.6459 0.075
P 0.0192 1.4345 -0.8790 1.000
H 2.0907 3.0122 -2.4520 0.119
H 3.0300 5.0982 0.5073 0.113
H 1.9144 -0.5675 1.7099 0.044
C -1.8413 -3.7187 1.6456 -0.091
H 5.0857 -0.1355 0.9403 0.188
C -2.2356 -1.1638 -1.3840 -0.074
C -1.6953 1.4285 0.0408 -0.187
H -2.9115 -3.4709 1.6288 0.125
C -0.4110 4.1556 -1.0121 -0.077
H 2.3521 2.7414 0.4828 0.085
H 0.3380 -6.3714 1.2033 0.135
C -2.8695 -0.4230 -2.4980 -0.110
H -0.6527 6.2780 -1.3275 0.114
C -0.9451 -2.7341 -2.7839 -0.135
H 0.1974 -2.0819 -4.5609 0.137
C -1.9592 0.6287 1.1039 -0.301
C -0.5389 0.7344 -2.5543 -0.409
H -0.1005 -3.4133 -2.7460 0.112
H -3.6532 0.4543 6.8333 0.119
C -2.1055 -1.5273 4.5389 -0.075
C -1.5367 0.8198 4.1556 -0.103
H -2.1003 -5.8190 1.1129 0.119
H -2.4549 1.7012 -2.3596 0.094
H -1.7875 -3.3507 -3.1884 0.145
H 1.9288 -4.5803 1.9243 0.122
```

As for the spin multiplicity: 5. The expectation value of S² is 6.0331. The charge is +2. The gap between HOMO and LUMO (spin up / spin down) is 0.212 / 0.199 Ha.

The following is a DFT calculation (wB97M-V/def2-TZVPD) of 3 unconnected molecules or ions with the total composition C2H9NS at a distorted geometry.

Structure (XYZ):
```
13
Properties=species:S:1:pos:R:3:lowdin_charge:R:1
H -2.4323 5.7298 3.4110 0.000
N -1.7716 -2.0473 -1.8630 0.017
H -3.0300 5.3787 3.7032 0.000
H -0.8834 -1.6730 -2.1706 -0.008
H 0.5708 -1.6001 0.1372 0.069
H -2.5462 -1.7347 -2.4298 0.007
H 3.0988 -0.0553 -0.5972 0.094
H -1.6367 -3.0434 -1.8698 0.000
H 0.8311 -0.2590 -0.9813 0.051
C 2.4748 -0.1838 0.3219 -0.484
S 1.0920 0.7118 1.2084 0.720
C 1.1408 -0.6770 -0.0159 -0.514
H 3.0920 -0.5467 1.1459 0.048
```

As for the spin multiplicity: 1. Its structure (SMILES) is [H][H].C1CS1.N. The gap between HOMO and LUMO is 0.353 Ha.

The following is a DFT calculation (wB97M-V/def2-TZVPD) of 2 unconnected molecules or ions with the total composition C3H2NO3 at a distorted geometry.

Structure (XYZ):
```
9
Properties=species:S:1:pos:R:3:lowdin_charge:R:1
H 1.6066 -1.3481 -1.0167 0.118
H -1.6245 1.1968 0.6732 0.094
C -1.8890 0.1785 0.2506 -0.677
O 2.6304 -0.7672 0.6468 0.019
C 0.8079 0.4343 -0.1968 -0.267
C 1.7708 -0.6062 -0.2154 -0.263
O -3.0852 -0.1370 0.1967 -0.150
N -0.9093 -0.5680 -0.1274 0.060
O 0.6922 1.6169 -0.2109 0.065
```

As for the spin multiplicity: 1. The charge is -1. The gap between HOMO and LUMO (spin up / spin down) is 0.269 / 0.269 Ha.